[1]
{"formula": "C50H26F15GeInN7O6S2", "method": "wB97M-V/def2-TZVPD", "symbols": ["In", "C", "N", "C", "C", "C", "C", "C", "C", "N", "C", "C", "C", "C", "C", "C", "N", "C", "C", "C", "C", "C", "N", "H", "H", "H", "H", "H", "H", "H", "H", "H", "H", "H", "H", "H", "H", "H", "H", "H", "H", "O", "N", "O", "O", "O", "C", "N", "S", "O", "O", "C", "C", "C", "C", "C", "C", "H", "H", "H", "H", "F", "C", "C", "C", "F", "C", "F", "C", "F", "C", "F", "Ge", "S", "C", "C", "F", "C", "F", "C", "F", "C", "F", "C", "F", "C", "C", "F", "C", "F", "C", "F", "C", "F", "C", "F", "N", "C", "C", "C", "C", "C", "C", "C", "H", "H", "H", "H"], "coordinates": [[0.31064, -0.68075, 1.11423], [1.36845, 1.87710, -0.87982], [0.62178, 0.63882, -1.11253], [1.30495, -0.17862, -2.11713], [0.71462, -1.55629, -2.30813], [1.24237, -2.40283, -3.27524], [0.66429, -3.64650, -3.44624], [-0.41154, -4.00266, -2.64455], [-0.86274, -3.09126, -1.70986], [-0.30824, -1.89191, -1.54372], [-0.76619, 0.94663, -1.48668], [-1.42583, 1.64213, -0.32017], [-2.42690, 2.58079, -0.50709], [-2.86908, 3.31731, 0.57970], [-2.31870, 3.07432, 1.82470], [-1.37956, 2.06572, 1.94689], [-0.91567, 1.38715, 0.89466], [2.40217, 1.78182, 0.21859], [3.33739, 2.79607, 0.39140], [4.26293, 2.68034, 1.40975], [4.23900, 1.55433, 2.22178], [3.26689, 0.60241, 1.99506], [2.36525, 0.72251, 1.01336], [1.85297, 2.20893, -1.80663], [0.67433, 2.66471, -0.58615], [1.28153, 0.33594, -3.08969], [2.35218, -0.27890, -1.81888], [2.07818, -2.08113, -3.88431], [1.03621, -4.32614, -4.20220], [-0.89335, -4.96550, -2.74192], [-1.69603, -3.32178, -1.06136], [-0.81514, 1.59351, -2.37203], [-1.29312, 0.01666, -1.71029], [-2.83850, 2.73679, -1.49446], [-3.62693, 4.07817, 0.44747], [-2.63305, 3.62060, 2.70197], [-0.94085, 1.82592, 2.90222], [3.32820, 3.66046, -0.26027], [4.99942, 3.45716, 1.56981], [4.95329, 1.42026, 3.02142], [3.19005, -0.29522, 2.59937], [-3.90406, -2.17967, 0.60561], [-3.92159, 0.07090, 1.38122], [-3.58723, 0.15170, 2.50562], [-1.67871, -1.44963, 1.36492], [0.89445, 1.86053, 4.02532], [0.78884, 0.66966, 4.26178], [0.59214, -0.31178, 3.32753], [0.89160, -1.80213, 3.97935], [2.27156, -2.15182, 3.73674], [-0.10964, -2.75569, 3.61367], [0.76715, -1.27840, 5.65845], [0.69811, -2.01729, 6.82005], [0.66969, -1.31052, 8.01685], [0.73067, 0.08103, 8.02812], [0.79535, 0.80393, 6.84327], [0.80157, 0.10000, 5.65408], [0.66088, -3.09777, 6.79379], [0.59725, -1.84827, 8.95305], [0.71764, 0.60383, 8.97563], [0.82550, 1.88532, 6.83391], [-4.77960, -0.57688, -6.36891], [-5.08466, 0.32195, -5.41326], [-4.77960, 0.09454, -4.08646], [-5.13384, 1.12241, -3.22831], [-4.84292, 1.01313, -1.91044], [-5.76956, 2.28239, -3.61934], [-6.08136, 3.24510, -2.73523], [-6.06613, 2.45866, -4.95914], [-6.66899, 3.57952, -5.37687], [-5.71699, 1.47443, -5.86085], [-5.97934, 1.65546, -7.16396], [-3.62545, -1.36566, -3.14934], [-2.83879, -1.18269, 0.37889], [-3.42469, -2.59664, -4.83101], [-4.11406, -3.70820, -5.27801], [-5.27261, -4.09685, -4.71543], [-3.69478, -4.48730, -6.34799], [-4.40009, -5.56083, -6.73387], [-2.54213, -4.15548, -7.03022], [-2.12134, -4.90065, -8.06011], [-1.82585, -3.04162, -6.63491], [-0.69709, -2.71036, -7.28349], [-2.28455, -2.30223, -5.56286], [-1.54597, -1.21312, -5.23956], [-5.21795, -2.44192, -2.37849], [-4.89793, -3.69414, -1.88599], [-3.62678, -4.14290, -1.99450], [-5.80377, -4.56671, -1.32576], [-5.43493, -5.78181, -0.89648], [-7.12495, -4.17427, -1.21790], [-8.03423, -4.99947, -0.68316], [-7.49742, -2.92927, -1.67663], [-8.77912, -2.54284, -1.57295], [-6.54679, -2.09694, -2.24778], [-7.01006, -0.90755, -2.68714], [4.59743, -6.83119, 0.09016], [3.94551, -5.89151, 0.21215], [3.13472, -4.71330, 0.36504], [3.68990, -3.45729, 0.14986], [2.90856, -2.32553, 0.32708], [1.57229, -2.41350, 0.70968], [1.02807, -3.68773, 0.89101], [1.79532, -4.82773, 0.73302], [4.72927, -3.37505, -0.14222], [3.36941, -1.35817, 0.17069], [-0.00864, -3.79207, 1.18674], [1.36792, -5.80809, 0.89988]], "mulliken_charge": [1.062, -1.908, 1.290, -1.951, 1.131, -1.699, -0.934, -1.252, -0.727, 2.150, -0.080, 0.046, -0.755, -0.911, -0.897, -0.628, 1.339, 0.604, -1.094, -0.578, -1.126, -0.266, 0.919, 0.641, 0.572, 0.542, 0.568, 0.623, 0.532, 0.565, 0.425, 0.671, -0.844, 0.550, 0.454, 0.462, -0.002, 0.528, 0.412, 0.493, 0.455, -0.683, 0.007, -0.330, -0.721, -0.738, 0.502, 0.038, 0.972, -0.688, -0.574, 0.449, -0.799, -0.565, -0.544, -0.495, -0.412, 0.502, 0.406, 0.396, 0.505, -0.308, 0.579, -1.576, 0.444, -0.313, -0.016, -0.346, 0.796, -0.339, -0.095, -0.315, 1.302, 1.317, -1.013, 0.522, -0.327, 0.045, -0.331, 0.787, -0.341, 0.100, -0.363, 0.516, -0.452, -0.875, 0.344, -0.223, 0.271, -0.356, 0.751, -0.352, 0.178, -0.336, 0.503, -0.273, -0.606, -0.335, 0.570, -1.076, 0.297, 0.977, -0.227, -0.739, 0.492, 0.196, 0.430, 0.509], "e_above_lowest_kj_mol": 0.0, "e_homo_ev": -4.9, "max_force_ev_per_a": 0.84, "spin_multiplicity": 1, "gap_ev": 6.48, "e_lumo_ha": 0.05704, "charge": -1, "e_tot_ha": -7317.100939}

[2]
{"formula": "C50H28N11Ta", "method": "wB97M-V/def2-TZVPD", "symbols": ["Ta", "C", "C", "C", "C", "C", "N", "C", "C", "C", "C", "C", "C", "C", "C", "N", "C", "N", "C", "N", "C", "N", "C", "N", "C", "N", "C", "C", "C", "C", "C", "C", "C", "C", "C", "C", "C", "C", "C", "C", "N", "H", "H", "H", "H", "H", "H", "H", "H", "H", "H", "H", "H", "H", "H", "H", "H", "C", "C", "N", "C", "C", "C", "C", "C", "C", "C", "N", "C", "C", "C", "C", "C", "C", "C", "C", "N", "C", "H", "H", "H", "H", "H", "H", "H", "H", "H", "H", "H", "H"], "coordinates": [[-0.26644, -0.33309, 0.17569], [1.98098, 0.73215, -6.07486], [1.37962, 1.99543, -5.90059], [0.66417, 2.30419, -4.76618], [0.57615, 1.31687, -3.78066], [-0.12560, 1.25722, -2.53240], [-1.02040, 2.15739, -2.16896], [-1.88807, 1.96869, -1.22255], [-2.98630, 2.87204, -0.97559], [-3.34164, 4.08505, -1.55661], [-4.49060, 4.69049, -1.08412], [-5.27403, 4.10489, -0.07651], [-4.93042, 2.89278, 0.48960], [-3.76530, 2.29025, 0.02338], [-3.11636, 1.05606, 0.38364], [-3.60231, 0.26680, 1.32260], [-3.03919, -0.87704, 1.60316], [-1.90912, -1.41321, 1.02581], [-1.67700, -2.62776, 1.66794], [-0.76429, -3.50603, 1.37254], [0.00904, -3.38686, 0.30603], [0.10728, -2.28801, -0.51778], [0.92190, -2.67616, -1.58924], [1.24312, -1.95754, -2.62202], [0.84719, -0.71063, -2.79491], [0.11033, 0.04722, -1.90093], [1.16944, 0.05967, -3.95708], [1.88015, -0.25285, -5.11935], [1.35917, -4.03591, -1.39869], [2.15275, -4.87393, -2.17600], [2.37238, -6.14936, -1.69420], [1.81413, -6.58860, -0.48152], [1.01537, -5.76459, 0.28372], [0.80299, -4.47246, -0.19345], [-2.67009, -2.84141, 2.69997], [-2.86529, -3.88247, 3.59735], [-3.95675, -3.77932, 4.44412], [-4.82964, -2.68647, 4.38722], [-4.64096, -1.65497, 3.48173], [-3.54031, -1.75488, 2.64309], [-1.96827, 0.87198, -0.34320], [2.52400, 0.53896, -6.98992], [1.48198, 2.72986, -6.68790], [0.18625, 3.26480, -4.63634], [-2.74624, 4.52471, -2.34433], [-4.80748, 5.63632, -1.50241], [-6.16879, 4.61686, 0.25007], [-5.53476, 2.42560, 1.25416], [2.32262, -1.22950, -5.25633], [2.56852, -4.53706, -3.11483], [2.98379, -6.83774, -2.26163], [2.01462, -7.59905, -0.15290], [0.57153, -6.09865, 1.21056], [-2.19654, -4.73083, 3.62987], [-4.14954, -4.56268, 5.16451], [-5.67251, -2.65818, 5.06427], [-5.31782, -0.81474, 3.41992], [4.33127, -0.44451, -0.59976], [2.96178, -0.19115, -0.74804], [2.07083, -0.38942, 0.21052], [2.55773, -0.76270, 1.43807], [3.91845, -1.01304, 1.68778], [4.81204, -0.88162, 0.60361], [4.31866, -1.30534, 3.01345], [3.40807, -1.26245, 4.02917], [2.05109, -0.96085, 3.78988], [1.62339, -0.76343, 2.50474], [0.34054, -0.42535, 2.07239], [-0.42501, 0.54606, 2.76051], [-1.08586, 0.39876, 3.95641], [-1.70745, 1.51996, 4.53539], [-1.63405, 2.75978, 3.95114], [-0.96115, 2.93979, 2.72357], [-0.75225, 4.18456, 2.07820], [-0.02547, 4.22474, 0.92193], [0.41063, 3.02270, 0.33353], [0.21254, 1.84388, 0.88191], [-0.39799, 1.80728, 2.11348], [4.98199, -0.27638, -1.44533], [2.61096, 0.20344, -1.68870], [5.86604, -1.08335, 0.74506], [5.35864, -1.52713, 3.21113], [3.72744, -1.45203, 5.04456], [1.36080, -0.90313, 4.62006], [-1.11952, -0.56591, 4.44628], [-2.22734, 1.40514, 5.47653], [-2.07807, 3.61842, 4.43764], [-1.14899, 5.09037, 2.51886], [0.18562, 5.15586, 0.41688], [0.90142, 3.04265, -0.63117]], "mulliken_charge": [1.517, -0.677, -0.719, -0.328, 0.653, -0.353, -0.230, -0.521, 0.503, -0.465, -0.726, -0.785, -0.282, 0.308, 0.301, -0.420, -0.146, -0.298, 0.052, -0.463, 0.011, 0.130, 0.041, -0.413, -0.760, 0.284, 0.662, -0.569, 0.340, -0.355, -0.684, -0.717, -0.395, 0.420, 0.528, -0.434, -0.710, -0.721, -0.435, 0.534, -0.121, 0.450, 0.433, 0.587, 0.611, 0.444, 0.445, 0.612, 0.610, 0.614, 0.445, 0.435, 0.596, 0.600, 0.440, 0.449, 0.631, -1.291, 0.198, 0.111, -0.377, 0.878, -0.866, -0.902, -0.995, -0.323, 0.283, 0.931, -0.494, -0.374, -1.147, -0.809, 0.954, -0.750, -1.364, 0.007, -0.102, 0.213, 0.526, 0.484, 0.515, 0.464, 0.445, 0.536, 0.681, 0.492, 0.507, 0.540, 0.499, 0.570], "e_above_lowest_kj_mol": 18.6, "e_homo_ev": [-11.4, -11.4], "max_force_ev_per_a": 0.84, "spin_multiplicity": 1, "gap_ev": [4.58, 4.57], "e_lumo_ha": [-0.25210, -0.25222], "charge": 2, "e_tot_ha": -2581.313832}